Below is a molecular structure, C39H72N4O17Pt at a distorted geometry, with properties calculated with ωB97M-V with the def2-TZVPD basis set.

Values from the calculation:
gap between HOMO and LUMO (spin up / spin down) = 5.66 / 5.65 eV
total charge = -2
multiplicity = 3
E = -85616.1653 eV

The geometry in XYZ format:
```
133
Properties=species:S:1:pos:R:3:lowdin_spin:R:1
Pt 0.07331 -1.26907 -0.74329 1.571
O -5.62795 3.27019 -1.11852 0.000
O 0.31874 -3.33156 -2.07829 0.011
O 0.85005 -2.92640 -7.77747 -0.003
O 2.47157 -0.72244 -4.00047 0.002
O -1.51041 -1.00490 3.72399 0.000
O 0.61866 0.91312 -0.34587 0.072
O -1.58558 -2.80193 -0.41455 0.021
O 5.82577 1.21799 1.79283 0.000
O -1.69506 -2.89075 -6.77706 0.016
O 0.48452 -1.63976 1.53136 0.052
O -3.59948 0.36765 2.12814 0.001
O -0.26174 -0.70253 -2.95667 0.052
O 1.51480 -3.18399 6.61761 0.000
O -3.07005 2.14062 -5.53046 0.000
O 3.21815 -3.61171 4.60534 -0.002
O 2.60148 3.45421 4.40417 0.000
O 5.59818 -1.68204 -0.05810 0.000
N 2.30277 -1.54165 -1.17830 0.068
N 3.70946 0.98819 4.14249 0.000
N -3.58461 4.02986 -3.30890 0.000
N -1.93148 -0.25369 -0.02663 0.056
C -0.33165 -1.60768 3.86224 0.000
C -1.60519 -4.03622 0.21685 0.002
C 1.72748 -1.67478 -5.90818 -0.003
C 2.49214 4.65368 5.18935 0.000
C -0.07563 -2.10534 5.13069 0.001
C 0.67129 -2.36947 -6.69376 -0.001
C 1.44085 -1.14119 -4.69733 -0.001
C 2.48594 -3.04192 -1.12280 0.000
C -4.50071 1.66638 3.85012 0.000
C 1.14327 -2.89008 5.49108 0.000
C 5.60593 0.15985 2.80923 0.000
C -2.26941 1.35354 -6.43578 0.000
C -2.94656 1.82146 -4.14246 0.000
C 0.05733 -1.13442 -4.15192 0.004
C -4.74188 0.47462 2.99451 0.000
C -4.66739 4.80018 -2.77579 0.000
C -5.92840 3.10711 0.25131 0.000
C -2.93773 -2.33085 -0.60271 0.003
C -0.99677 -1.69232 -4.81301 0.021
C -0.50660 1.56131 0.38325 0.003
C 1.77941 -2.66570 3.01468 -0.001
C 3.25737 -0.87263 -0.31041 0.007
C -4.82273 -0.84296 3.79132 0.000
C 7.18937 1.52733 1.62916 0.000
C 2.12665 -3.09998 4.34363 0.000
C -1.80669 1.16884 -0.23158 0.004
C -2.94722 -0.87659 -0.91840 -0.001
C 4.73392 -0.76187 -0.76914 0.004
C -3.92427 2.59131 -3.26224 0.000
C -0.80544 -2.33518 -6.13575 0.006
C 2.25273 1.05814 4.28299 0.000
C 2.08098 2.35783 5.16132 0.000
C -0.44238 -4.13496 -2.98908 0.001
C 1.03621 1.71381 -1.41432 0.004
C 0.66351 -1.96734 2.76391 0.009
C -4.93674 4.45945 -1.28617 0.000
C 7.00008 -1.52301 -0.37314 0.000
C 4.09875 0.17287 3.03274 0.000
C 1.69363 -3.71838 -2.25219 0.001
H -1.92991 2.07902 -3.84548 0.000
H -0.47239 1.15649 1.39471 0.000
H 1.79874 1.15290 -1.95470 0.000
H 1.43712 2.68590 -1.12726 0.002
H 7.83602 0.73534 1.25142 0.000
H 3.17840 4.63519 6.03599 0.000
H 5.92592 -0.82754 2.47642 0.000
H -1.51523 -3.94243 -2.98440 0.000
H 0.21746 1.92913 -2.10089 0.000
H -2.31524 -4.73036 -0.23269 0.000
H -5.56433 4.67767 -3.38291 0.000
H -2.60070 1.69117 0.30210 0.002
H 7.27442 2.33890 0.90651 0.000
H 6.20102 0.27803 3.71478 0.000
H -4.20783 -0.80522 4.69053 0.000
H 2.78256 5.50172 4.56920 0.000
H -2.84435 -0.82244 -2.00218 0.000
H 1.82627 -4.79734 -2.17251 0.000
H -3.98245 4.42045 -0.76090 0.000
H -3.81099 2.13737 -2.27776 0.000
H -4.54370 -1.71677 3.20251 0.000
H -5.47857 5.30452 -0.86148 0.000
H -0.82477 -1.87144 5.87263 0.000
H 1.02012 2.55995 5.30908 0.000
H 7.59965 -1.87770 0.46520 0.000
H 2.48479 -2.87330 2.22364 0.000
H 1.83491 1.20122 3.28647 0.000
H -1.95715 -1.69853 -4.31903 0.001
H -4.60888 2.61787 3.32948 0.000
H -2.91324 0.05241 2.72084 0.000
H -6.47299 2.16346 0.21901 0.000
H 1.77178 0.16735 4.68706 0.000
H 2.88408 0.13508 -0.12800 0.001
H 7.68299 1.82221 2.55516 0.000
H -5.17526 1.69541 4.70582 0.000
H -2.67898 0.34741 -6.52553 0.000
H -3.08988 0.74778 -4.02094 0.000
H 3.54132 -3.30522 -1.19311 0.001
H 2.20882 -3.40134 -0.13178 0.000
H 3.59121 0.45108 2.10910 0.000
H -4.92016 2.37412 -3.64841 0.000
H -3.35554 -2.85873 -1.45996 0.000
H -2.29409 1.75796 -7.44768 0.000
H -1.23782 1.27284 -6.09312 0.000
H -0.20186 2.59850 0.52278 0.001
H -1.95307 -3.85352 1.23356 0.000
H 3.21321 -1.39615 0.64462 0.000
H 5.07236 0.27368 -0.73467 0.000
H -3.66653 -2.39336 0.20540 0.001
H 4.71026 -1.00299 -1.83187 0.000
H -5.84454 -1.05692 4.10473 0.000
H -0.12044 -3.98697 -4.01988 0.000
H -4.49065 5.87514 -2.73931 0.000
H 3.79151 -0.84221 3.28439 0.000
H -0.60918 -4.47857 0.19733 0.000
H -6.60626 3.86092 0.65177 0.000
H -2.39065 -0.27647 0.87267 0.002
H -0.39750 -5.21101 -2.82111 0.000
H 2.67909 -1.25873 -2.07186 0.002
H -3.62589 4.16650 -4.30876 0.000
H -5.08561 3.18131 0.93856 0.000
H 7.17516 -0.47321 -0.60844 0.000
H -1.90417 1.55199 -1.24735 0.000
H 2.73604 -1.69255 -6.29404 0.000
H 2.01956 -3.48162 -3.26501 0.000
H 2.56463 2.22934 6.12965 0.000
H -5.67058 0.62082 2.44294 0.000
H 3.99072 1.93623 3.93699 0.000
H -3.94854 -0.49138 -0.72585 0.001
H -3.52267 1.72599 4.32760 0.000
H 1.46047 4.82530 5.49644 0.000
H 7.25797 -2.15587 -1.22231 0.000
```

=====

Below is 11 unconnected molecules or ions with the total composition C39H74ClN2O12P at a distorted geometry, with properties calculated with ωB97M-V with the def2-TZVPD basis set.

Values from the calculation:
gap between HOMO and LUMO = 9.24 eV
E = -90999.2720 eV

The geometry in XYZ format:
```
129
Properties=species:S:1:pos:R:3:lowdin_charge:R:1
Cl -0.34723 -0.69652 0.93138 0.569
P 2.97297 0.32701 1.23364 0.791
O 4.31737 -3.21786 2.45550 -0.167
O -6.45780 5.08645 -5.90681 0.012
O 7.65714 0.46190 -3.54299 0.045
O -6.64252 -1.41523 -0.07995 0.048
O 10.71201 2.91450 0.63235 0.057
O 3.34029 -8.02786 4.33796 0.054
O -7.48102 2.81864 -3.01905 0.031
O 2.87560 0.16188 -0.32399 -0.515
O -3.66100 -4.74696 0.94587 0.050
O -10.13418 5.89133 -0.23325 0.057
O -1.40318 0.53461 3.67119 0.018
O 6.71452 -0.27259 1.74403 0.013
N 4.05230 -1.25039 5.44923 0.142
N 2.15550 -3.40791 0.08069 0.161
C 8.95593 0.00722 0.99214 -0.013
C 2.89913 -9.72054 5.94899 -0.026
C -2.82233 2.43479 3.85048 -0.018
C 4.93087 -5.50777 3.11696 -0.081
C -5.68911 6.64596 -7.53178 -0.012
C 5.26170 -9.23366 5.05222 -0.023
C 1.47799 -1.46794 3.05671 -0.194
C -0.36316 -3.28573 2.23426 -0.117
C 3.79089 -8.91033 5.04594 -0.495
C 11.57616 5.12173 0.43706 -0.026
C 7.38154 -0.13611 -4.56826 -0.492
C 6.02211 -0.01391 -5.20318 -0.021
C -2.14399 1.00833 5.88175 -0.018
C 4.67607 -3.97473 3.63794 -0.239
C 9.12063 4.53868 -0.06527 -0.020
C -8.21712 0.22380 -0.78204 -0.021
C 8.38752 -1.02597 -5.24904 -0.025
C 10.49054 4.08128 0.36043 -0.495
C -6.55170 3.49131 -3.43983 -0.476
C -5.49762 2.89252 -4.33305 -0.023
C -6.70504 5.71803 -6.92167 -0.454
C -6.85467 -0.24504 -0.34883 -0.478
C -2.06112 1.25770 4.39933 -0.476
C -5.24385 -4.24430 -0.75751 -0.026
C 6.98839 -0.37978 -0.61791 -0.013
C -12.05399 4.48813 -0.31018 -0.030
C 4.10660 -1.81140 2.71157 -0.282
C 7.48216 -0.21993 0.79422 -0.470
C 2.52766 -2.48160 0.77724 -0.145
C 4.17269 -1.36556 4.24302 -0.120
C -6.41569 4.94922 -3.08549 -0.010
C -5.76281 0.78779 -0.26038 -0.010
C 0.01312 -1.70454 2.43902 -0.648
C -2.90181 -3.18531 -0.68092 -0.017
C -9.87316 3.93405 -1.55977 -0.022
C -3.91218 -4.11847 -0.06850 -0.491
C -8.03750 5.59882 -7.61095 -0.012
C 2.67924 -1.42448 1.98418 -0.392
C -10.63915 4.86764 -0.66093 -0.497
H 4.92502 -1.22399 2.12947 0.102
H 1.86730 -9.37835 5.84052 0.084
H -6.44934 5.55687 -3.99178 0.060
H 8.74025 5.28009 0.64089 0.087
H -2.65694 -3.51500 -1.69307 0.090
H -4.77755 6.63121 -6.92961 0.088
H 9.16589 4.96192 -1.07105 0.088
H 2.94894 -10.77573 5.67121 0.085
H -12.48247 5.25209 0.34304 0.081
H -8.53321 6.57183 -7.63218 0.089
H -7.89811 5.22253 -8.62668 0.089
H 5.54013 -0.99321 -5.24108 0.089
H 12.50809 4.64948 0.75656 0.084
H 5.71155 -6.06427 3.74442 0.069
H -12.06231 3.53175 0.21735 0.084
H 5.67191 -9.07935 6.05264 0.087
H 5.90624 -0.53674 -0.60804 0.078
H 6.11777 0.40040 -6.20936 0.085
H 8.01067 -2.05027 -5.28892 0.086
H -1.74795 1.86852 6.42603 0.087
H -5.44531 6.31615 -8.54394 0.089
H -7.24392 5.24294 -2.43658 0.068
H -8.59694 0.96509 -0.07529 0.080
H -1.54717 0.12886 6.13497 0.085
H 3.81204 -4.07756 4.41008 0.134
H 8.44030 3.68379 -0.07556 0.078
H 9.51864 -0.84275 0.60007 0.091
H 5.41641 -10.26718 4.73460 0.086
H 9.26059 0.92800 0.49006 0.063
H -6.08050 7.66545 -7.54946 0.089
H -1.99018 -3.19413 -0.07999 0.040
H -8.66824 4.89650 -7.06081 0.088
H -8.16044 0.65103 -1.78587 0.073
H 5.78071 -8.57171 4.35499 0.072
H -5.59897 1.23974 -1.24116 0.076
H 4.28053 0.83557 1.53088 0.026
H -10.37988 3.84654 -2.52333 0.096
H -5.48974 3.40637 -5.29304 0.057
H 5.67157 -3.66116 4.12727 0.131
H 1.45608 -0.42067 3.56210 0.119
H -0.73677 -1.33505 3.24198 0.075
H -3.88940 2.31223 4.04842 0.087
H -5.47708 5.11518 -2.55146 0.092
H -2.67082 2.49167 2.76990 0.085
H -12.65779 4.42519 -1.21808 0.084
H 1.89560 1.21108 1.61225 0.018
H -0.21301 -3.61798 1.14478 0.051
H -1.41376 -3.54516 2.60607 0.080
H -2.45641 3.35838 4.30447 0.087
H -8.87265 4.33248 -1.72666 0.043
H 0.37405 -3.87349 2.91247 0.084
H -8.90379 -0.62605 -0.80081 0.085
H 11.30482 5.88900 1.16552 0.086
H 1.61542 -2.26781 3.88564 0.133
H -5.74319 -3.27333 -0.77850 0.049
H -3.18090 0.82246 6.17002 0.088
H -3.29924 -2.16800 -0.69886 0.079
H 9.32077 -1.01806 -4.68091 0.083
H 5.40233 0.65828 -4.60519 0.087
H -5.72412 1.83669 -4.50284 0.085
H 3.20436 -9.58798 6.98930 0.085
H -5.10288 -4.62091 -1.77340 0.084
H 3.94468 -6.09046 2.98308 0.071
H 7.20534 0.52290 -1.19192 0.072
H 7.46349 -1.24669 -1.08175 0.092
H -5.87157 -4.94911 -0.20683 0.085
H -4.51843 2.96780 -3.85405 0.089
H 9.16714 0.10457 2.05980 0.087
H 11.73057 5.57082 -0.54644 0.086
H 5.36230 -5.38886 2.04185 0.089
H -6.03429 1.55399 0.46927 0.088
H -9.78434 2.95325 -1.08786 0.075
H -4.83587 0.30806 0.06382 0.079
H 8.58825 -0.65663 -6.25713 0.085
```